Here is C46H55ClF4KN7O2S as an isolated structure from the Open Molecules 2025 dataset. Energies are from ωB97M-V with the def2-TZVPD basis set.

Last column: Mulliken spin population.
Positions of all 117 atoms, in Å:
K 0.374 0.537 -1.094  0.19
C 2.660 1.063 1.571  0.00
C 2.188 2.364 0.906  0.01
N 3.214 3.055 0.127  0.00
C 3.861 4.119 0.874  0.00
C 4.583 3.633 2.121  0.00
C 2.736 3.522 -1.167  0.00
C 2.645 2.395 -2.246  -0.08
N 2.848 1.057 -1.752  -0.06
C 4.063 0.656 -1.428  0.03
C 4.206 -0.671 -0.905  0.00
F 3.082 -1.410 -0.773  0.00
C 5.390 -1.208 -0.485  0.00
F 5.390 -2.468 0.010  0.00
C 6.590 -0.511 -0.539  0.00
C 6.495 0.772 -1.047  0.00
F 7.619 1.526 -1.120  0.00
C 5.317 1.337 -1.477  0.00
F 5.382 2.625 -1.919  0.00
H 2.353 0.179 1.007  0.00
H 2.269 0.968 2.589  0.00
H 3.749 1.033 1.614  0.00
H 1.349 2.144 0.246  0.00
H 1.773 3.047 1.668  0.00
H 3.134 4.906 1.160  0.00
H 4.590 4.587 0.208  0.00
H 3.897 3.204 2.855  0.00
H 5.099 4.469 2.601  0.00
H 5.321 2.870 1.866  0.00
H 3.443 4.277 -1.516  0.00
H 1.764 4.032 -1.058  0.00
H 3.326 2.660 -3.063  -0.01
H 1.641 2.424 -2.695  0.06
H 7.527 -0.943 -0.222  0.00
C -2.160 2.732 2.176  0.00
C -1.202 2.048 2.913  0.00
C -1.042 0.680 2.738  0.01
C -1.842 -0.005 1.833  0.00
C -2.776 0.684 1.072  0.03
C -2.933 2.054 1.243  -0.02
H -2.295 3.797 2.321  0.00
H -0.580 2.580 3.624  0.00
H -0.294 0.142 3.308  0.00
H -1.713 -1.071 1.700  -0.01
H -3.355 0.155 0.324  0.00
H -3.652 2.594 0.638  0.00
C -0.305 -7.154 1.472  0.00
C -1.448 -7.358 0.469  0.00
C -2.609 -8.075 1.170  0.00
C -0.921 -8.290 -0.633  0.00
C -1.948 -6.021 -0.168  0.00
O -2.843 -6.344 -1.255  0.00
C -2.755 -5.079 0.750  0.00
C -2.199 -4.691 2.117  0.00
C -2.859 -3.485 2.743  0.00
C -2.203 -2.824 3.782  0.00
C -2.773 -1.737 4.421  0.00
C -4.019 -1.292 4.013  0.00
Cl -4.723 0.102 4.778  0.00
C -4.690 -1.917 2.980  0.00
C -4.107 -3.009 2.352  0.00
C -0.804 -5.269 -0.905  0.00
N -0.261 -4.099 -0.249  -0.01
C -0.553 -2.818 -0.516  -0.05
N 0.218 -2.024 0.203  -0.01
C 0.978 -2.896 0.912  0.00
N 0.728 -4.166 0.677  0.00
H 0.149 -8.126 1.685  0.00
H -0.636 -6.740 2.422  0.00
H 0.474 -6.497 1.080  0.00
H -2.242 -8.991 1.639  0.00
H -3.392 -8.379 0.469  0.00
H -3.067 -7.467 1.952  0.00
H -0.726 -9.274 -0.197  0.00
H 0.025 -7.939 -1.050  0.00
H -1.632 -8.405 -1.448  0.00
H -3.610 -6.792 -0.887  0.00
H -3.742 -5.536 0.883  0.00
H -2.937 -4.175 0.165  0.00
H -1.130 -4.497 2.062  0.00
H -2.316 -5.535 2.804  0.00
H -1.220 -3.167 4.086  0.00
H -2.254 -1.222 5.219  0.00
H -5.650 -1.536 2.656  0.00
H -4.635 -3.484 1.536  0.00
H -1.216 -4.923 -1.851  0.01
H 0.034 -5.922 -1.132  0.00
H -1.266 -2.489 -1.270  0.00
H 1.756 -2.588 1.594  0.00
S -0.317 -0.744 -3.914  0.23
C -1.438 -0.946 -2.774  0.75
C -2.487 6.073 -3.758  0.00
N -1.464 5.033 -3.643  -0.01
N -1.264 4.648 -2.306  0.00
C -1.208 3.258 -2.221  -0.05
O -0.875 2.647 -1.221  -0.06
C -1.549 2.772 -3.549  0.03
C -1.706 3.841 -4.338  0.01
C -2.075 3.891 -5.779  0.00
C -0.524 5.507 -1.455  0.00
C 0.303 6.491 -1.987  0.00
C 1.054 7.283 -1.132  0.00
C 0.992 7.089 0.239  0.00
C 0.164 6.104 0.758  0.00
C -0.609 5.316 -0.081  0.00
H -2.171 6.939 -3.181  0.00
H -3.454 5.721 -3.386  0.00
H -2.573 6.367 -4.802  0.00
H -1.561 1.720 -3.800  0.02
H -2.043 2.885 -6.189  0.00
H -1.385 4.523 -6.339  0.00
H -3.085 4.283 -5.917  0.00
H 0.376 6.594 -3.061  0.00
H 1.710 8.039 -1.547  0.00
H 1.597 7.694 0.903  0.00
H 0.123 5.938 1.828  0.00
H -1.236 4.531 0.313  0.00

## Properties
HOMO level (spin up / spin down) in eV: -2.2 / -3.4
F_max in eV/Å: 0.98
DFT total energy in eV: -113671.9758
Net charge: -1
Energy relative to the best compared isomer or geometry (same formula, charge and spin) in kcal/mol: 5.9
Multiplicity: 2
HOMO-LUMO gap (spin up / spin down) in eV: 4.29 / 5.44


Here is C26H31N6O2STa as an isolated structure from the Open Molecules 2025 dataset. Energies are from ωB97M-V with the def2-TZVPD basis set.

Last column: natural (NBO) charge in e.
Positions of all 67 atoms, in Å:
Ta 0.096 -0.391 0.919  2.64
C 1.097 1.953 2.913  -0.42
N 1.266 0.477 2.776  -0.53
C 2.725 0.196 2.574  -0.23
C 3.246 0.587 1.187  -0.44
C 3.241 -0.548 0.175  -0.23
N 1.878 -1.024 -0.170  -0.61
C 1.821 -1.954 -1.069  0.28
C 0.671 -2.636 -1.602  -0.23
C 0.894 -3.636 -2.559  -0.10
C -0.160 -4.321 -3.127  -0.22
C -1.463 -4.011 -2.748  -0.12
C -1.717 -3.019 -1.811  -0.26
C -0.656 -2.345 -1.245  0.41
O -0.868 -1.359 -0.336  -0.74
C 0.852 -0.137 4.101  -0.22
C -0.565 -0.712 4.268  -0.43
C -1.742 0.004 3.627  -0.23
N -1.552 0.321 2.185  -0.62
C -2.414 1.165 1.697  0.27
C -2.290 1.943 0.500  -0.26
C -3.391 2.700 0.056  -0.11
C -3.248 3.604 -0.967  -0.23
C -1.985 3.807 -1.533  -0.11
C -0.879 3.100 -1.100  -0.27
C -1.032 2.151 -0.100  0.44
O 0.021 1.441 0.349  -0.79
H 1.693 2.306 3.756  0.21
H 0.051 2.187 3.096  0.21
H 1.410 2.469 2.013  0.23
H 2.879 -0.871 2.733  0.22
H 3.277 0.729 3.352  0.23
H 4.283 0.907 1.292  0.27
H 2.710 1.451 0.784  0.23
H 3.806 -1.394 0.573  0.22
H 3.732 -0.219 -0.742  0.23
H 2.771 -2.280 -1.493  0.21
H 1.912 -3.869 -2.848  0.23
H 0.025 -5.093 -3.860  0.25
H -2.292 -4.548 -3.189  0.24
H -2.726 -2.772 -1.511  0.24
H 1.028 0.629 4.858  0.22
H 1.543 -0.951 4.312  0.23
H -0.758 -0.712 5.342  0.26
H -0.578 -1.752 3.965  0.23
H -1.936 0.947 4.141  0.21
H -2.629 -0.623 3.739  0.24
H -3.296 1.378 2.303  0.21
H -4.353 2.563 0.536  0.23
H -4.096 4.177 -1.314  0.25
H -1.866 4.540 -2.320  0.24
H 0.100 3.253 -1.534  0.25
S 1.223 -4.704 2.338  0.19
C 0.795 -3.226 2.125  0.20
N 0.474 -2.076 1.954  -0.89
C -2.046 0.314 -3.316  -0.66
C -0.601 0.666 -3.399  0.37
N 0.302 0.461 -2.465  -0.54
C 1.486 0.955 -2.972  -0.12
C 1.291 1.466 -4.217  -0.07
N -0.044 1.277 -4.474  -0.51
H -2.289 0.050 -2.288  0.23
H -2.289 -0.532 -3.961  0.24
H -2.675 1.154 -3.614  0.24
H 2.406 0.929 -2.412  0.20
H 1.958 1.929 -4.923  0.24
H -0.523 1.532 -5.323  0.43

## Properties
HOMO level in eV: -13.6
F_max in eV/Å: 0.94
DFT total energy in eV: -52877.8857
Net charge: +2
Energy relative to the best compared isomer or geometry (same formula, charge and spin) in kcal/mol: 27.5
Multiplicity: 1
HOMO-LUMO gap in eV: 6.46


Here is an isolated ion of composition C3H2IN2 and charge +1 from the Open Molecules 2025 dataset. Energies are from ωB97M-V with the def2-TZVPD basis set.

Last column: natural (NBO) charge in e.
Positions of all 8 atoms, in Å:
I 2.722 -0.429 0.163  0.42
C 0.894 -1.006 -0.594  0.10
N 0.152 -0.127 -1.099  -0.43
C -0.655 0.600 -0.457  0.42
N -1.624 1.530 -0.010  -0.14
C -1.000 0.832 0.894  0.10
H 0.491 -2.068 -0.809  0.27
H -0.980 0.667 1.911  0.26

## Properties
HOMO level in eV: -15.2
F_max in eV/Å: 3.69
DFT total energy in eV: -14211.8731
Net charge: +1
Energy relative to the best compared isomer or geometry (same formula, charge and spin) in kcal/mol: 24.1
Multiplicity: 1
HOMO-LUMO gap in eV: 8.97
Structure (SMILES): I/C=N\C1=[N+]=C1